1.
Below is a molecular structure, C15H30Cl2Li2O24PbS5 in a non-equilibrium geometry, with properties calculated with ωB97M-V with the def2-TZVPD basis set.

Structure (ORCA input):
```
! wB97M-V def2-TZVPD RIJCOSX def2/J DEFGRID3
* xyz 0 1
Pb -31.84 6.03 -18.62
Li -31.60 5.10 -15.54
Li -31.00 2.85 -19.69
O -32.87 3.52 -19.08
C -33.62 3.17 -17.95
C -34.15 4.34 -17.07
O -33.34 5.43 -16.60
H -32.90 2.66 -17.32
H -34.40 2.44 -18.21
H -34.54 4.00 -16.10
H -35.12 4.68 -17.42
O -30.15 5.97 -16.58
C -29.10 5.13 -17.00
C -28.70 4.74 -18.51
O -29.82 4.55 -19.32
H -29.31 4.21 -16.46
H -28.25 5.66 -16.56
H -28.03 3.91 -18.73
H -28.09 5.55 -18.91
C -34.19 10.42 -15.50
C -34.78 11.29 -16.69
O -34.14 10.78 -17.78
S -32.64 10.25 -17.42
O -31.66 11.25 -17.87
O -32.45 8.87 -17.97
O -32.89 10.24 -15.81
H -34.53 9.38 -15.49
H -34.34 10.78 -14.48
H -34.44 12.32 -16.63
H -35.86 11.42 -16.84
C -28.20 9.18 -15.22
C -29.25 9.63 -16.20
O -28.66 10.70 -16.93
S -27.56 11.55 -16.08
O -28.25 12.54 -15.31
O -26.46 11.89 -17.04
O -27.15 10.18 -15.14
H -27.89 8.14 -15.36
H -28.59 9.15 -14.21
H -30.16 10.00 -15.72
H -29.49 8.81 -16.87
C -32.90 6.10 -11.60
C -33.24 5.96 -13.09
O -32.16 6.37 -13.82
S -31.11 7.42 -12.95
O -31.27 8.82 -13.40
O -29.72 6.89 -12.93
O -31.98 7.11 -11.55
H -32.63 5.18 -11.09
H -33.74 6.39 -10.97
H -34.08 6.64 -13.24
H -33.66 4.98 -13.35
C -36.64 2.76 -14.54
C -37.92 3.48 -14.04
O -38.34 2.75 -12.90
S -37.48 1.25 -12.65
O -38.47 0.14 -12.51
O -36.41 1.34 -11.62
O -36.85 1.39 -14.12
H -35.76 3.12 -14.00
H -36.54 2.93 -15.61
H -38.84 3.40 -14.61
H -37.83 4.56 -13.93
C -33.49 0.61 -14.56
C -32.97 0.20 -13.24
O -32.04 1.26 -12.93
S -31.60 2.20 -14.17
O -30.51 1.65 -14.93
O -31.48 3.57 -13.62
O -33.15 1.94 -14.78
H -34.56 0.44 -14.68
H -33.06 0.04 -15.39
H -32.47 -0.77 -13.27
H -33.71 0.22 -12.44
C -27.55 2.44 -12.23
Cl -28.08 4.00 -12.78
Cl -27.70 1.20 -13.52
H -26.48 2.48 -12.04
H -28.11 2.07 -11.37
*
```

Total energy, a.u.: -5514.29943
HOMO level, eV: -7.8206
LUMO energy, eV: -0.25

2.
Below is 7 unconnected molecules or ions with the total composition C15H30Cl6O12 in a non-equilibrium geometry, with properties calculated with ωB97M-V with the def2-TZVPD basis set.

Structure (ORCA input):
```
! wB97M-V def2-TZVPD RIJCOSX def2/J DEFGRID3
* xyz 0 1
C 1.75 3.06 -7.02
O 1.54 1.81 -6.37
C 0.42 1.15 -6.71
O -0.27 1.42 -7.65
O 0.18 0.12 -5.92
C 1.00 -0.09 -4.78
H 2.73 3.40 -6.70
H 1.02 3.80 -6.69
H 1.71 2.93 -8.10
H 0.59 -0.93 -4.22
H 0.99 0.80 -4.15
H 2.04 -0.35 -5.02
C -3.62 -0.26 -2.67
O -2.88 0.46 -3.63
C -3.58 1.21 -4.48
O -4.74 1.49 -4.37
O -2.75 1.62 -5.43
C -3.33 2.42 -6.46
H -4.40 -0.91 -3.08
H -4.18 0.42 -2.02
H -2.94 -0.87 -2.09
H -4.13 1.87 -6.95
H -2.54 2.65 -7.17
H -3.78 3.32 -6.03
C 2.41 -1.34 9.15
O 2.36 -1.10 7.76
C 1.16 -1.26 7.20
O 0.13 -1.46 7.78
O 1.31 -1.16 5.88
C 0.12 -1.09 5.10
H 1.99 -2.32 9.39
H 1.95 -0.54 9.73
H 3.46 -1.41 9.42
H -0.61 -0.43 5.55
H -0.35 -2.08 5.09
H 0.38 -0.78 4.10
C 1.49 -5.21 2.36
O 1.67 -3.99 3.10
C 2.81 -3.34 2.84
O 3.63 -3.68 2.03
O 2.87 -2.29 3.65
C 3.81 -1.29 3.34
H 0.43 -5.43 2.46
H 2.14 -6.00 2.70
H 1.68 -5.01 1.30
H 4.70 -1.67 2.83
H 4.20 -0.87 4.26
H 3.41 -0.50 2.70
Cl 1.05 -0.42 1.23
C -0.33 0.31 0.38
Cl -0.38 -0.16 -1.32
H -1.26 0.02 0.86
H -0.17 1.37 0.45
Cl -1.36 2.28 3.03
C -2.65 1.37 3.78
Cl -3.33 0.10 2.72
H -2.30 0.83 4.65
H -3.45 2.05 4.04
Cl -1.36 3.58 -0.83
C -0.87 3.17 -2.47
Cl 0.89 2.96 -2.60
H -1.34 2.24 -2.80
H -1.14 4.00 -3.12
*
```

Energy relative to the best compared isomer or geometry (same formula, charge and spin), eV: 0.0000
Total energy, a.u.: -4253.59055
HOMO level, eV: -10.8209
SMILES string: COC(=O)OC.COC(=O)OC.COC(=O)OC.COC(=O)OC.ClCCl.ClCCl.ClCCl
LUMO energy, eV: 0.41

3.
Below is a molecular structure, C15H30F5MgN4OSSi2Te in a non-equilibrium geometry, with properties calculated with ωB97M-V with the def2-TZVPD basis set.

Structure (ORCA input):
```
! wB97M-V def2-TZVPD RIJCOSX def2/J DEFGRID3
* xyz -1 1
Mg -0.49 -0.01 -0.88
C -2.72 2.82 0.78
Si -2.41 1.24 1.76
C -4.15 0.55 2.04
C -1.81 1.91 3.45
N -1.27 0.20 1.01
C -1.04 -1.07 1.61
C -1.56 -1.43 2.86
C -1.38 -2.69 3.43
C -0.65 -3.65 2.74
C -0.11 -3.32 1.50
C -0.26 -2.05 0.91
N 0.30 -1.73 -0.31
Si 1.14 -2.87 -1.28
C 0.09 -4.34 -1.84
C 1.72 -2.05 -2.88
C 2.74 -3.47 -0.47
H -3.52 3.38 1.27
H -3.04 2.61 -0.24
H -1.85 3.48 0.73
H -4.79 1.30 2.51
H -4.15 -0.34 2.67
H -4.60 0.28 1.08
H -2.30 2.86 3.68
H -0.73 2.08 3.45
H -2.02 1.22 4.26
H -2.14 -0.71 3.42
H -1.81 -2.91 4.40
H -0.51 -4.64 3.15
H 0.44 -4.07 0.96
H -0.81 -3.96 -2.32
H -0.21 -4.98 -1.01
H 0.63 -4.95 -2.56
H 1.02 -1.24 -3.09
H 1.72 -2.71 -3.75
H 2.71 -1.61 -2.77
H 2.56 -4.11 0.40
H 3.33 -2.62 -0.13
H 3.35 -4.04 -1.18
F -0.78 1.74 -4.62
Te 0.34 0.66 -3.52
F 1.57 0.65 -1.89
F 1.32 2.38 -3.81
F 2.03 0.33 -4.36
F -0.03 -0.44 -5.04
O -1.01 -0.22 -2.69
C 1.70 2.95 1.41
N 0.81 2.42 0.39
C 0.73 2.86 -0.86
S -0.68 2.50 -1.81
N 1.69 3.61 -1.41
C 3.12 3.38 -1.17
H 1.26 2.73 2.38
H 1.80 4.03 1.30
H 2.69 2.49 1.38
H 0.06 1.80 0.71
H 1.47 3.81 -2.37
H 3.52 4.07 -0.42
H 3.64 3.55 -2.11
H 3.30 2.35 -0.86
*
```

Energy relative to the best compared isomer or geometry (same formula, charge and spin), eV: 2.4516
Total energy, a.u.: -2828.69489
HOMO level, eV: -3.7045
LUMO energy, eV: 1.38

4.
Below is a molecular structure, C15H30GdN3OS5Si in a non-equilibrium geometry, with properties calculated with ωB97M-V with the def2-TZVPD basis set.

Structure (ORCA input):
```
! wB97M-V def2-TZVPD RIJCOSX def2/J DEFGRID3
* xyz 0 8
Gd 8.34 10.02 8.97
O 9.25 8.03 9.94
C 9.16 6.57 9.66
C 7.79 6.14 10.14
C 6.69 7.12 9.65
C 6.66 7.40 8.19
C 6.71 6.38 7.22
C 6.58 6.69 5.87
C 6.46 8.05 5.50
C 6.42 9.00 6.51
N 6.57 8.68 7.79
H 10.10 8.26 10.35
H 10.01 6.09 10.22
H 9.36 6.48 8.60
H 7.81 6.11 11.25
H 7.59 5.11 9.79
H 6.75 8.05 10.19
H 5.69 6.73 9.88
H 6.81 5.32 7.61
H 6.68 5.88 5.17
H 6.42 8.41 4.48
H 6.33 10.08 6.28
S 10.37 11.34 10.04
S 9.58 10.51 11.74
S 7.86 11.61 11.92
S 6.46 10.66 10.77
C 12.08 9.74 4.90
Si 11.69 10.38 6.66
C 13.18 9.98 7.76
C 11.59 12.26 6.49
C 10.21 9.37 7.14
H 13.05 10.06 4.54
H 11.40 10.11 4.14
H 12.07 8.63 4.81
H 13.96 10.72 7.57
H 13.57 9.01 7.40
H 12.97 9.94 8.83
H 12.35 12.67 5.81
H 11.65 12.65 7.51
H 10.62 12.59 6.08
H 10.55 8.39 7.54
H 9.66 9.14 6.24
C 5.17 13.74 8.88
N 6.49 14.24 9.26
C 7.64 13.86 8.69
S 7.82 12.60 7.47
N 8.72 14.57 9.02
C 8.83 15.70 9.92
H 4.42 14.57 8.94
H 4.88 12.94 9.60
H 5.21 13.28 7.85
H 6.50 15.01 9.93
H 9.61 14.21 8.65
H 8.13 16.48 9.57
H 9.85 16.11 9.83
H 8.69 15.40 10.97
*
```

Energy relative to the best compared isomer or geometry (same formula, charge and spin), eV: 0.0000
Total energy, a.u.: -3875.23867
HOMO level (spin up / spin down), eV: -6.8101 / -6.4560
LUMO energy (spin up / spin down), eV: 0.12 / -0.49

Look up the total energy of the fourth one.
-3875.23867 a.u.